Entry 1:
{"formula": "CHN2S2", "method": "wB97M-V/def2-TZVPD", "species": ["C", "N", "N", "S", "S", "H"], "positions_angstrom": [[1.42, -0.01, 0.01], [0.94, 1.14, 0.01], [-1.05, -0.26, -0.01], [1.40, -1.53, 0.00], [-0.69, 1.20, -0.01], [-2.02, -0.55, 0.00]], "nbo_charge": [0.19, -0.71, -0.83, 0.53, 1.38, 0.44], "charge": 1, "de_lowest_kcal_mol": 11.9, "spin_multiplicity": 1, "lumo_ev": [-7.58, -7.58], "largest_force_ha_per_bohr": 0.0316, "energy_ev": -25693.3516, "gap_ev": [8.37, 8.37]}


Entry 2:
{"formula": "C9H8N2O3", "method": "wB97M-V/def2-TZVPD", "species": ["C", "C", "C", "C", "C", "C", "C", "C", "C", "N", "N", "O", "O", "O", "H", "H", "H", "H", "H", "H", "H", "H"], "positions_angstrom": [[1.17, -2.71, 0.62], [2.41, -2.25, 0.23], [0.11, -1.90, 0.57], [2.64, -0.95, -0.08], [0.21, -0.54, 0.18], [1.53, -0.09, -0.16], [-2.12, 0.61, -1.30], [-0.61, 0.69, 0.24], [-2.93, 1.66, -0.70], [-1.50, 1.18, 1.24], [1.44, 1.28, -0.42], [2.30, 2.06, -0.84], [0.26, 1.59, -0.16], [-2.74, 1.58, 0.74], [1.03, -3.66, 1.11], [3.28, -2.91, 0.54], [-0.93, -2.17, 0.83], [3.64, -0.47, -0.21], [-1.36, 0.88, -2.15], [-2.59, 2.69, -1.03], [-4.10, 1.39, -0.86], [-1.15, 2.05, 1.61]], "nbo_charge": [-0.22, -0.19, -0.16, -0.22, -0.09, 0.07, -0.15, 0.40, -0.26, -0.33, 0.37, -0.40, -0.30, -0.40, 0.23, 0.22, 0.23, 0.25, 0.16, 0.20, 0.25, 0.37], "charge": 0, "de_lowest_kcal_mol": 222.5, "spin_multiplicity": 1, "lumo_ev": [-0.86, -0.90], "largest_force_ha_per_bohr": 0.1670, "energy_ev": -18574.1951, "gap_ev": [7.75, 6.45]}


Entry 3:
{"formula": "C39H45Br2IO10P2S", "method": "wB97M-V/def2-TZVPD", "species": ["C", "C", "P", "C", "P", "S", "C", "C", "C", "I", "C", "C", "C", "C", "O", "C", "C", "O", "C", "Br", "C", "C", "Br", "H", "H", "H", "H", "H", "H", "H", "H", "H", "H", "H", "H", "H", "H", "H", "H", "H", "H", "H", "H", "H", "H", "H", "H", "H", "H", "H", "H", "H", "C", "C", "C", "O", "C", "C", "C", "O", "H", "H", "H", "H", "C", "C", "C", "O", "C", "C", "C", "O", "H", "H", "H", "H", "C", "C", "C", "O", "C", "C", "C", "O", "H", "H", "H", "H", "C", "C", "C", "O", "C", "C", "C", "O", "H", "H", "H", "H"], "positions_angstrom": [[-0.90, -4.13, 2.74], [-0.15, -2.80, 2.59], [-1.21, -1.39, 1.92], [-2.64, -2.27, 1.12], [-0.11, -0.19, 0.37], [0.92, 1.25, -1.12], [1.55, -0.39, 1.17], [2.60, -1.21, 0.41], [4.03, -0.78, 0.81], [4.46, -1.65, 2.73], [-1.01, 1.33, 1.00], [-0.66, 1.69, 2.46], [-1.86, 1.62, 3.44], [-1.55, 0.84, 4.72], [-2.50, -0.24, 4.89], [-2.15, -1.10, 5.85], [-2.83, -2.45, 5.77], [-1.36, -0.86, 6.75], [-0.92, -0.97, -1.12], [-2.10, 0.20, -2.10], [-0.80, -2.19, -1.63], [-1.50, -2.68, -2.88], [0.31, -3.47, -0.75], [-0.37, -4.72, 3.48], [-1.91, -4.01, 3.13], [-0.87, -4.69, 1.81], [0.10, -2.48, 3.61], [0.80, -2.90, 2.07], [-2.32, -3.15, 0.57], [-3.38, -2.55, 1.87], [-3.13, -1.63, 0.39], [1.34, 0.49, -2.15], [1.95, 0.62, 1.18], [1.51, -0.66, 2.23], [2.47, -1.17, -0.67], [2.50, -2.23, 0.77], [4.03, 0.31, 0.89], [4.70, -1.16, 0.05], [-0.90, 2.16, 0.30], [-2.07, 1.04, 0.97], [0.15, 1.10, 2.88], [-0.32, 2.73, 2.45], [-2.77, 1.23, 2.99], [-2.09, 2.64, 3.76], [-1.57, 1.47, 5.61], [-0.56, 0.39, 4.69], [-2.10, -3.17, 5.42], [-3.68, -2.40, 5.09], [-3.15, -2.72, 6.77], [-1.23, -2.02, -3.70], [-1.11, -3.67, -3.12], [-2.57, -2.71, -2.74], [-3.23, 5.34, -5.53], [-3.94, 4.36, -4.98], [-3.28, 3.15, -4.44], [-3.94, 2.25, -3.94], [-1.81, 3.07, -4.52], [-1.09, 4.05, -5.07], [-1.75, 5.26, -5.62], [-1.10, 6.16, -6.11], [-3.69, 6.23, -5.94], [-5.02, 4.40, -4.91], [-1.35, 2.18, -4.12], [-0.02, 4.01, -5.14], [8.15, -5.96, 3.47], [7.46, -4.86, 3.19], [6.47, -4.83, 2.08], [5.85, -3.82, 1.83], [6.28, -6.08, 1.31], [6.96, -7.18, 1.59], [7.95, -7.21, 2.69], [8.58, -8.22, 2.95], [8.87, -6.00, 4.27], [7.59, -3.94, 3.74], [5.55, -6.04, 0.51], [6.84, -8.10, 1.03], [3.42, 5.38, 4.60], [2.39, 4.66, 4.16], [1.76, 4.96, 2.85], [0.82, 4.30, 2.44], [2.32, 6.08, 2.05], [3.34, 6.80, 2.50], [3.98, 6.51, 3.81], [4.91, 7.16, 4.21], [3.90, 5.18, 5.55], [1.97, 3.84, 4.72], [1.84, 6.28, 1.10], [3.76, 7.62, 1.93], [-4.37, 0.34, -9.17], [-5.65, 0.43, -9.53], [-6.70, 0.83, -8.55], [-7.86, 0.91, -8.87], [-6.26, 1.11, -7.16], [-4.98, 1.02, -6.80], [-3.94, 0.63, -7.78], [-2.77, 0.54, -7.46], [-3.60, 0.05, -9.87], [-5.99, 0.22, -10.53], [-7.04, 1.40, -6.46], [-4.65, 1.23, -5.80]], "lowdin_charge": [-0.18, -0.46, 0.90, -0.31, 0.51, 0.40, -0.43, -0.43, -0.57, 0.95, -0.38, -0.25, -0.17, -0.17, -0.03, -0.54, 0.02, 0.08, -0.87, 0.79, -0.81, -0.17, 0.86, 0.07, 0.05, 0.04, 0.06, 0.02, 0.01, 0.03, 0.02, -0.20, 0.05, 0.05, 0.07, 0.03, 0.04, 0.05, 0.03, 0.06, 0.08, 0.06, 0.10, 0.11, 0.12, 0.11, 0.07, 0.08, 0.09, 0.07, 0.06, 0.08, 0.02, 0.02, -0.39, 0.04, 0.02, 0.03, -0.38, 0.11, 0.12, 0.12, 0.08, 0.13, 0.02, 0.02, -0.38, -0.14, 0.02, 0.02, -0.39, 0.11, 0.12, 0.12, 0.12, 0.12, 0.02, 0.03, -0.36, 0.09, 0.03, 0.02, -0.39, 0.11, 0.12, 0.12, 0.12, 0.12, 0.02, 0.02, -0.39, 0.11, 0.03, 0.03, -0.38, 0.11, 0.12, 0.12, 0.12, 0.09], "charge": 0, "spin_multiplicity": 1, "lumo_ev": -1.64, "largest_force_ha_per_bohr": 0.0322, "energy_ev": -239239.4583, "gap_ev": 5.80}